[1]
ORCA calculation (ωB97M-V/def2-TZVPD) on 2 unconnected molecules or ions with the total composition C2H9NS in a non-equilibrium geometry.

Element x y z (Å)
S (-3.48079, 1.38458, -0.29038)
H (-2.75509, 1.90480, -1.29483)
C (1.42507, -0.35296, 1.21732)
C (0.76202, -0.08330, -0.13433)
N (0.87547, -1.18473, -1.08414)
H (1.72084, 0.47574, 1.84415)
H (2.31738, -0.97680, 1.03197)
H (0.81714, -1.05157, 1.78552)
H (1.08486, 0.86045, -0.58254)
H (-0.30784, 0.05926, 0.01697)
H (1.74875, -1.67106, -1.01375)
H (0.09037, -1.79801, -0.99071)
H (-4.29818, 2.43361, -0.50523)

For the energy relative to the best compared isomer or geometry (same formula, charge and spin), the calculation gives 0.4921 eV. The value obtained for the electronic energy is -14544.8014 eV. The value obtained for the HOMO energy is -9.16 eV. The charge is 0.

---

[2]
ORCA calculation (ωB97M-V/def2-TZVPD) on 2 unconnected molecules or ions with the total composition C29H24F2NOP in a non-equilibrium geometry.

Element x y z (Å)
C (-1.28626, 5.83006, -3.07327)
C (-0.65948, 6.40032, -1.96074)
C (-0.38509, 5.62230, -0.83142)
C (-0.72963, 4.26528, -0.81915)
P (-0.27680, 3.17643, 0.56867)
C (1.44423, 3.68131, 0.85631)
C (1.83144, 4.36224, 2.01283)
C (3.18463, 4.66442, 2.20824)
C (4.13891, 4.26156, 1.26897)
C (3.73754, 3.59314, 0.10542)
C (2.38836, 3.30445, -0.10429)
C (-1.14180, 3.65956, 2.01606)
C (-1.95201, 2.75453, 2.65103)
N (-2.67823, 2.06016, 3.26228)
O (-0.40932, 1.72487, 0.23292)
C (-1.41534, 3.70861, -1.90442)
C (-1.66412, 4.48285, -3.04003)
H (-1.47884, 6.43477, -3.96136)
H (-0.37070, 7.45104, -1.97101)
H (0.11125, 6.07033, 0.02927)
H (1.08340, 4.64942, 2.75062)
H (3.48666, 5.20553, 3.10572)
H (5.19652, 4.46353, 1.44433)
H (4.47279, 3.28660, -0.63610)
H (2.06035, 2.78834, -1.00864)
H (-1.11072, 4.69996, 2.35334)
H (-1.72559, 2.66408, -1.85860)
H (-2.14907, 4.03360, -3.90537)
C (-6.32769, 0.14542, 8.17801)
C (-5.32815, -0.25929, 7.16078)
C (-4.74300, -1.52760, 7.18316)
F (-5.10861, -2.37465, 8.20055)
C (-3.81730, -1.96992, 6.25474)
C (-3.31275, -1.04376, 5.27971)
C (-2.23910, -1.27851, 4.38447)
C (-1.39146, -2.41925, 4.37022)
C (-1.14441, -3.21380, 5.53446)
C (-0.36140, -4.34495, 5.43090)
F (-0.23473, -5.15693, 6.53104)
C (0.30517, -4.71889, 4.26460)
C (1.20294, -5.90120, 4.27625)
C (0.09704, -3.92058, 3.12678)
C (-0.71830, -2.80413, 3.17041)
C (-3.98217, 0.20790, 5.21221)
C (-4.92468, 0.60196, 6.12895)
H (-6.80609, 1.07538, 7.86140)
H (-7.10215, -0.61831, 8.29593)
H (-5.87388, 0.32508, 9.16003)
H (-3.47772, -3.00267, 6.27209)
H (-2.05867, -0.50237, 3.63779)
H (-1.56392, -2.92136, 6.49437)
H (1.75608, -5.95841, 3.33572)
H (1.93043, -5.84878, 5.09551)
H (0.63836, -6.83380, 4.39282)
H (0.59931, -4.20632, 2.19972)
H (-0.87661, -2.20153, 2.27266)
H (-3.70854, 0.88433, 4.40487)
H (-5.36948, 1.59540, 6.06537)

The value obtained for the electronic energy is -48721.3962 eV. The value obtained for the HOMO energy is -5.97 eV. The charge is 0.

---

[3]
ORCA calculation (ωB97M-V/def2-TZVPD) on a molecular structure, C5H11NO.

Element x y z (Å)
C (2.91105, 0.52423, -0.18855)
N (1.49893, 0.26229, -0.43566)
C (0.69771, -0.11136, 0.51824)
O (0.59438, -0.39092, 1.67404)
C (-0.95934, -0.16268, -0.40597)
C (-1.56849, -1.48978, 0.01695)
C (-1.63352, 1.06347, 0.19973)
H (3.16226, 1.52272, -0.56031)
H (3.53217, -0.20500, -0.71860)
H (3.14592, 0.47798, 0.87950)
H (0.24045, -0.01037, -0.91824)
H (-1.08610, -0.08341, -1.51017)
H (-1.45031, -1.62008, 1.09761)
H (-1.09191, -2.33820, -0.48542)
H (-2.63939, -1.51182, -0.21752)
H (-2.68929, 1.11649, -0.08864)
H (-1.57889, 1.01566, 1.29231)
H (-1.14040, 1.98511, -0.12823)

For the energy relative to the best compared isomer or geometry (same formula, charge and spin), the calculation gives 3.8035 eV. The value obtained for the electronic energy is -8897.8938 eV. The value obtained for the HOMO energy is -9.60 eV. The charge is 0.

---

[4]
ORCA calculation (ωB97M-V/def2-TZVPD) on 11 unconnected molecules or ions with the total composition C44H72O27 in a non-equilibrium geometry.

Element x y z (Å)
C (-0.43259, 0.76292, -0.12197)
C (0.63917, -0.19235, -0.65199)
C (0.03335, -0.56707, -2.01282)
O (-1.39654, -0.40068, -1.92520)
C (-1.70182, 0.04314, -0.56732)
H (-0.21602, 1.75771, -0.51076)
H (-0.33690, 0.80268, 0.98792)
H (0.77903, -1.01240, 0.04440)
H (1.57483, 0.31833, -0.80125)
H (0.25327, -1.60448, -2.21705)
H (0.45163, 0.03610, -2.76812)
H (-1.89192, -0.88072, 0.03947)
H (-2.49696, 0.71336, -0.62026)
C (4.92021, 1.27819, 2.79571)
C (3.88142, 0.69242, 1.78218)
C (2.62959, 1.58158, 2.06474)
O (2.68430, 1.90169, 3.42445)
C (4.00375, 1.56328, 3.99666)
H (5.32320, 2.13317, 2.34524)
H (5.63035, 0.49357, 2.99844)
H (3.63482, -0.34392, 1.89330)
H (4.26817, 0.90722, 0.77600)
H (1.68653, 1.03284, 1.97667)
H (2.60806, 2.55449, 1.51211)
H (3.91228, 0.66456, 4.61134)
H (4.30892, 2.34486, 4.65963)
C (2.95837, -3.38196, -0.15049)
C (3.22693, -2.82703, -1.55424)
C (2.81779, -3.93792, -2.48985)
O (2.73247, -5.13563, -1.69229)
C (2.21570, -4.66709, -0.45974)
H (2.30509, -2.74183, 0.47296)
H (3.87268, -3.54729, 0.36724)
H (4.27646, -2.52644, -1.80561)
H (2.76035, -1.88026, -1.82614)
H (3.54540, -4.18068, -3.29264)
H (1.81953, -3.73488, -2.99197)
H (2.41456, -5.40488, 0.25907)
H (1.17801, -4.45480, -0.46622)
C (-4.28449, 1.99551, 0.86478)
C (-3.88654, 3.39243, 0.43947)
C (-3.59311, 4.34483, 1.60094)
O (-2.24953, 4.86432, 1.38932)
C (-1.72534, 4.14105, 0.39062)
O (-0.57425, 4.27749, 0.09657)
O (-2.63483, 3.36721, -0.21463)
H (-4.49741, 1.35314, -0.03082)
H (-5.21053, 2.08612, 1.43381)
H (-3.45603, 1.58012, 1.42010)
H (-4.57999, 3.73058, -0.34371)
H (-3.51370, 3.80885, 2.53443)
H (-4.28549, 5.19912, 1.63062)
C (-3.79549, -2.86847, -3.21339)
C (-2.93362, -3.84192, -2.47496)
C (-2.55432, -3.37859, -1.05325)
O (-2.80944, -4.50488, -0.20100)
C (-3.57889, -5.39327, -0.91886)
O (-4.06917, -6.31857, -0.36948)
O (-3.70583, -5.05935, -2.23913)
H (-3.18062, -2.03121, -3.45665)
H (-4.74486, -2.68995, -2.68373)
H (-4.07440, -3.20621, -4.27890)
H (-2.06844, -4.16935, -3.03463)
H (-3.23971, -2.57507, -0.81249)
H (-1.48635, -3.10366, -1.02520)
C (3.25852, -1.92511, -5.94780)
C (2.19747, -1.39961, -5.01862)
C (1.47392, -0.14507, -5.55011)
O (0.19923, -0.66243, -5.93314)
C (-0.00883, -1.86734, -5.32859)
O (-1.04162, -2.42526, -5.32625)
O (1.12006, -2.36449, -4.80943)
H (3.34043, -2.97655, -5.62530)
H (4.25268, -1.55033, -5.75544)
H (2.93109, -1.79204, -6.99826)
H (2.54124, -1.27469, -4.01071)
H (1.97506, 0.33470, -6.36287)
H (1.29340, 0.60924, -4.79909)
C (4.54320, 2.43078, -2.11449)
C (3.11778, 2.69357, -1.72797)
C (2.92166, 4.12038, -1.19424)
O (2.90031, 4.86890, -2.42091)
C (2.36696, 4.07110, -3.38288)
O (2.09956, 4.38579, -4.45826)
O (2.20772, 2.75810, -2.91679)
H (5.18321, 2.55236, -1.22530)
H (4.82311, 3.16762, -2.90780)
H (4.73664, 1.43512, -2.48610)
H (2.63341, 1.91790, -1.11940)
H (3.80044, 4.49679, -0.59118)
H (1.99068, 4.26361, -0.67740)
C (-1.10322, 3.20134, -4.36589)
C (-2.42905, 2.52294, -4.49056)
C (-2.34401, 1.07134, -4.75737)
O (-3.53895, 0.53800, -4.13936)
C (-3.89641, 1.41636, -3.21355)
O (-4.73842, 1.24042, -2.36090)
O (-3.19469, 2.54295, -3.28102)
H (-0.46178, 3.10575, -5.23687)
H (-0.64584, 2.79679, -3.46771)
H (-1.35835, 4.22399, -4.15600)
H (-3.19082, 2.99438, -5.14406)
H (-1.51584, 0.57004, -4.26997)
H (-2.34759, 0.78038, -5.78861)
C (-0.51266, -0.20601, 6.46105)
C (-0.48773, -0.97133, 5.13618)
C (0.10945, -0.07933, 3.97307)
O (1.32920, -0.77734, 3.60713)
C (1.47353, -1.90288, 4.33742)
O (2.39108, -2.74892, 4.21324)
O (0.55860, -2.02091, 5.26463)
H (-1.19561, 0.66432, 6.52325)
H (0.47477, 0.16314, 6.70791)
H (-0.76621, -0.94835, 7.22488)
H (-1.44418, -1.47660, 4.90437)
H (0.48609, 0.83352, 4.41192)
H (-0.47694, 0.11442, 3.11895)
C (-3.69651, -5.44271, 3.33370)
C (-2.24970, -5.07289, 3.48890)
C (-1.38090, -5.58996, 2.32524)
O (-0.65954, -4.38214, 1.82806)
C (-1.24245, -3.34048, 2.46288)
O (-0.97949, -2.19021, 2.24310)
O (-2.14915, -3.68530, 3.33971)
H (-4.02678, -5.29915, 2.26016)
H (-4.30598, -4.80736, 3.92959)
H (-3.93323, -6.45358, 3.74527)
H (-1.90438, -5.46279, 4.48253)
H (-2.05946, -6.01689, 1.54838)
H (-0.65277, -6.35820, 2.58793)
C (0.33859, 5.11441, 5.69506)
C (-0.40661, 5.03811, 4.36862)
C (0.34384, 4.35782, 3.18224)
O (-0.39086, 3.10220, 3.08754)
C (-1.50609, 3.05539, 3.86028)
O (-2.21657, 2.12450, 3.80343)
O (-1.62984, 4.21888, 4.59678)
H (0.88519, 4.19026, 5.83598)
H (-0.34135, 5.35223, 6.51980)
H (1.09295, 5.89111, 5.62796)
H (-0.77979, 6.03580, 4.17784)
H (1.37112, 4.11510, 3.36899)
H (0.30695, 4.97442, 2.24484)

For the energy relative to the best compared isomer or geometry (same formula, charge and spin), the calculation gives 0.0000 eV. The value obtained for the electronic energy is -102078.4885 eV. The value obtained for the HOMO energy is -9.66 eV. The charge is 0.